Below is a single C16H22N2O molecule at a distorted geometry, with properties calculated with ωB97M-V with the def2-TZVPD basis set.

Properties
LUMO level, eV: 0.56
Energy above the lowest of the compared OMol25 structures with the same formula, charge and spin, eV: 12.456
Gap between HOMO and LUMO, hartree: 0.3283
Max |F|, eV/Å: 17.1

Last column: Mulliken charge in e.
Positions of all 41 atoms, in Å:
O: 2.51575 -0.54406 0.56351  -0.7138
N: -1.97287 1.90399 0.93368  -0.5425
N: 0.73022 -1.08655 -0.55448  0.0813
C: 1.67967 -3.34626 -1.58573  -0.2591
C: 1.43959 3.18651 -0.78159  -1.0035
C: 2.42325 -2.42680 -0.75456  -0.1354
C: 1.86680 -1.27467 -0.13872  0.3362
C: 0.98095 3.98247 0.26305  -0.9974
C: 0.07339 1.15373 -0.14932  0.0765
C: -0.38434 3.60023 0.66669  -0.7080
C: -3.85277 -0.05124 1.11453  -0.7967
C: -0.91338 2.03070 0.52771  0.5533
C: -3.82294 -1.43903 0.67895  -1.0331
C: 1.56758 1.85456 -0.70577  -1.0052
C: -0.04144 -0.10458 0.03821  0.3007
C: -2.35821 0.53628 0.75648  0.0031
C: -2.29824 -1.79907 0.39946  -0.4377
C: 2.60928 -4.59414 -2.05187  -1.3462
C: -1.55141 -0.43144 0.23804  -0.1473
H: 1.24012 -2.91458 -2.63174  0.2883
H: -0.76359 4.01934 1.58698  0.4332
H: 2.53790 3.49293 -1.16565  0.1738
H: 1.00153 -3.94760 -0.75882  0.1958
H: -2.06446 -2.34168 -0.61733  0.2534
H: -0.92945 4.27161 -0.17665  0.2168
H: 1.15407 4.97371 0.39117  0.5377
H: -1.82292 -2.33442 1.29393  0.2522
H: 2.15526 1.37613 0.22557  0.4459
H: 0.25642 -1.75689 -1.13658  0.3108
H: 2.91330 -3.13981 0.09285  0.1961
H: 1.72220 1.06146 -1.33417  0.8285
H: 3.44128 -2.07049 -1.42833  0.1543
H: 1.39947 3.67184 1.25398  0.2989
H: -4.14894 -1.29754 -0.21459  0.4132
H: -4.55137 0.68450 1.03492  0.5523
H: 0.91157 3.30034 -1.56771  0.5220
H: -4.06813 -2.18480 1.37256  0.4270
H: 3.11804 -5.09528 -1.15998  0.3238
H: 3.39439 -4.41951 -2.68620  0.4723
H: -3.49743 0.05255 2.37607  0.1737
H: 1.99017 -5.35039 -2.72545  0.3048

Cartesian forces, eV/Å:
0.88 0.92 1.97
-12.73 -5.37 4.31
-7.62 1.62 -1.43
-1.30 -4.17 -1.56
7.94 4.08 -1.99
7.88 -2.75 -0.45
6.29 -1.27 0.76
0.04 -2.68 7.16
3.02 6.15 0.79
-3.96 0.75 -3.85
7.59 2.00 6.44
14.79 6.71 -5.25
4.80 -0.35 2.79
-2.70 -9.16 8.53
-6.66 -3.40 -1.39
-2.35 -0.39 -1.08
2.32 0.41 -1.04
-2.96 -1.53 1.19
0.61 -0.23 2.40
0.35 -0.93 2.86
0.18 -0.14 0.40
-2.02 0.15 0.79
0.36 1.67 -2.74
-0.97 0.20 2.13
-0.28 -1.91 1.65
0.33 3.18 -1.03
-0.64 0.35 -1.39
-0.66 1.77 -1.82
-0.04 -0.09 0.15
-0.87 1.93 -1.70
1.10 -0.54 -3.22
-2.63 -0.67 2.02
1.47 -0.26 -0.66
-3.34 -0.99 -5.81
-2.45 1.36 -0.83
-4.01 1.85 -5.89
-1.75 -0.89 0.37
-1.18 0.42 -1.01
2.02 1.48 -1.60
-1.75 -0.57 -2.93
0.91 1.29 1.96

***

Below is 8 unconnected molecules or ions with the total composition ClH14O7, with properties calculated with ωB97M-V with the def2-TZVPD basis set.

Properties
LUMO level (spin up / spin down), eV: -0.23 / -6.60
Energy above the lowest of the compared OMol25 structures with the same formula, charge and spin, eV: 0.194
2S+1: 2
Gap between HOMO and LUMO (spin up / spin down), hartree: 0.4202 / 0.1854
Max |F|, eV/Å: 0.6

Last column: Mulliken spin population.
Positions of all 22 atoms, in Å:
Cl: -0.23604 0.17634 0.45833  0.9695
O: -0.57408 -3.03763 1.45991  0.0018
O: 0.44057 -1.01403 -3.02848  0.0038
O: 0.31309 3.14314 1.49514  0.0079
O: 1.98617 -1.11758 2.99699  0.0048
O: 2.56283 -0.16086 -0.97142  0.0228
O: -3.66798 -0.48823 0.35532  0.0077
O: -1.67864 1.83802 -2.00042  0.0193
H: 0.79267 -0.76199 -2.17482  -0.0042
H: 0.18302 2.22977 1.24006  -0.0023
H: 1.17960 -0.92145 -3.62972  -0.0009
H: -0.54885 -2.16850 1.05964  -0.0088
H: -1.37130 1.24126 -1.31804  -0.0063
H: 2.66991 -1.63661 2.57351  -0.0004
H: 1.85170 0.01328 -0.35482  -0.0103
H: -0.32262 -3.63401 0.75470  -0.0001
H: 1.67405 -0.52687 2.31152  0.0007
H: -1.35292 2.69725 -1.73234  -0.0017
H: -3.76018 0.46446 0.34453  0.0001
H: 2.98897 0.68771 -1.09215  -0.0019
H: -2.73664 -0.64102 0.19566  -0.0011
H: -0.39332 3.61763 1.05687  -0.0003

Cartesian forces, eV/Å:
-0.17 -0.19 0.05
-0.07 -0.02 0.24
-0.54 -0.13 -0.02
0.24 0.12 0.06
-0.12 0.11 0.21
-0.07 -0.29 -0.19
-0.08 -0.14 0.13
-0.12 0.01 -0.12
0.43 0.00 0.01
-0.01 -0.03 0.06
0.20 0.04 -0.10
0.02 0.02 -0.07
-0.08 -0.21 0.03
0.18 -0.22 -0.10
0.08 0.03 0.39
0.04 -0.22 -0.20
0.02 0.15 -0.08
0.08 0.32 -0.02
-0.13 0.29 -0.06
0.21 0.29 -0.10
0.10 -0.17 -0.11
-0.20 0.23 -0.03

***

Below is a single C2H2O3S molecule at a distorted geometry, with properties calculated with ωB97M-V with the def2-TZVPD basis set.

Properties
LUMO level, eV: 0.73
Energy above the lowest of the compared OMol25 structures with the same formula, charge and spin, eV: 4.337
Gap between HOMO and LUMO, hartree: 0.4130
Max |F|, eV/Å: 5.0

Last column: Mulliken charge in e.
Positions of all 8 atoms, in Å:
S: -2.73579 -0.90043 -0.04481  0.6629
O: -1.84723 0.45321 -0.26099  -0.4245
O: -1.44921 -1.86652 0.34554  -0.3612
O: -3.50889 -0.61104 1.13716  -0.4410
C: -0.29875 -1.35206 0.17706  0.2603
C: 0.67260 -0.73689 -0.15101  -0.3813
H: 1.70388 -0.51145 -0.53911  0.3154
H: -0.95671 0.28712 -0.13372  0.3692

Cartesian forces, eV/Å:
-1.77 2.82 0.01
-4.88 0.17 -0.85
0.00 -1.40 1.07
0.46 -0.81 -0.42
1.37 -0.52 -0.25
3.09 -0.03 -0.72
-1.90 -0.08 0.84
3.63 -0.14 0.32

***

Below is a molecular structure, C28H25AsCoF4N2S, with properties calculated with ωB97M-V with the def2-TZVPD basis set.

Properties
LUMO level (spin up / spin down), eV: -2.19 / -5.42
Energy above the lowest of the compared OMol25 structures with the same formula, charge and spin, eV: 0.000
2S+1: 5
Gap between HOMO and LUMO (spin up / spin down), hartree: 0.3121 / 0.1945
Max |F|, eV/Å: 0.6
Charge: +1

Last column: Mulliken spin population.
Positions of all 62 atoms, in Å:
As: 0.00087 -1.23823 -0.44334  -0.0509
Co: -0.58629 1.13632 -0.27591  2.7492
S: 0.28837 1.02547 1.82880  0.2542
F: 1.54791 2.06169 -1.08686  0.0255
F: 2.02201 6.74523 1.55086  -0.0077
F: 3.97300 3.14571 -0.76009  -0.0072
F: -0.38310 5.68463 1.25051  0.0164
N: -2.74099 1.34324 -0.27383  0.0217
N: -0.65909 3.15035 -0.13353  0.5246
C: -0.08165 -0.62859 2.34363  0.0000
C: -0.54233 -2.18744 4.13239  -0.0116
C: -0.54165 -2.96069 1.86227  -0.0168
C: 1.67170 3.21070 -0.42944  0.1503
C: 3.04421 4.97346 0.39868  0.2284
C: 1.92103 -1.14697 -0.67500  -0.0015
C: -0.21967 -1.67932 1.42433  0.0316
C: 2.90942 3.76439 -0.26953  -0.0756
C: -0.23788 -0.90234 3.70333  0.0097
C: 4.17413 -1.07788 0.14776  -0.0004
C: 2.39086 -0.98642 -1.97819  0.0005
C: -1.94723 -4.27737 -2.57616  0.0015
C: -3.21471 0.87680 1.04950  0.0087
C: -1.02686 -5.31457 -2.54595  0.0001
C: -3.40504 0.56167 -1.33445  0.0131
C: 0.48480 3.82148 0.05915  0.0055
C: -0.70213 -3.21534 3.21441  0.0238
C: 0.65915 5.05160 0.73920  0.1498
C: -3.01959 2.78659 -0.45941  0.0138
C: 0.20042 -5.14226 -1.91493  0.0012
C: 0.51063 -3.93279 -1.31178  0.0026
C: 1.91014 5.59544 0.89767  -0.0719
C: 3.75385 -0.87782 -2.21480  0.0014
C: -0.41557 -2.89572 -1.33751  0.0113
C: 2.80988 -1.18968 0.38837  0.0074
C: -1.64036 -3.06531 -1.97220  0.0029
C: -1.97453 3.67331 0.21271  -0.0689
C: 4.64506 -0.92209 -1.14806  0.0008
H: -0.66008 -2.38568 5.19191  -0.0007
H: -2.10387 4.69925 -0.12645  0.0152
H: -3.01176 2.98949 -1.53089  0.0080
H: -4.30781 0.93175 1.10464  0.0011
H: 0.91949 -5.95092 -1.89595  -0.0002
H: -1.26315 -6.26005 -3.01800  0.0000
H: 4.02151 5.42279 0.53695  0.0115
H: 4.12102 -0.76387 -3.22885  0.0001
H: -2.78065 1.48672 1.83972  0.0007
H: -2.08963 3.67893 1.29751  0.0225
H: 2.44567 -1.31267 1.39885  0.0018
H: -0.65825 -3.76433 1.14728  0.0006
H: 1.69488 -0.96476 -2.81016  -0.0012
H: -3.22398 -0.49695 -1.16387  0.0038
H: 5.71077 -0.83542 -1.32967  0.0000
H: -2.35663 -2.25466 -2.00342  -0.0010
H: -3.00642 0.83712 -2.31046  -0.0043
H: -0.94638 -4.21587 3.55006  0.0013
H: 1.46994 -3.79639 -0.83025  0.0001
H: -4.48618 0.73416 -1.33361  0.0030
H: 4.87037 -1.11662 0.97726  -0.0001
H: -2.90313 -0.15543 1.21124  -0.0020
H: -4.01517 3.02963 -0.07960  -0.0003
H: -2.90012 -4.40939 -3.07276  -0.0001
H: -0.11923 -0.09407 4.41597  -0.0030

Cartesian forces, eV/Å:
0.29 -0.33 0.09
-0.27 0.10 0.33
-0.04 -0.04 -0.15
-0.12 -0.49 -0.30
0.04 0.04 0.02
0.10 -0.06 -0.04
-0.28 0.09 0.11
0.07 -0.16 -0.06
0.23 0.38 0.07
-0.09 -0.07 0.03
0.02 0.13 0.06
0.07 0.09 -0.09
-0.09 0.19 0.17
0.16 0.04 0.05
0.01 0.00 -0.19
-0.04 0.07 0.05
0.03 0.24 0.10
0.01 -0.01 0.00
0.02 0.01 0.02
0.09 -0.04 0.10
-0.01 0.01 0.00
-0.04 0.07 -0.04
0.05 -0.02 0.03
-0.05 0.09 0.10
-0.26 -0.09 -0.02
-0.02 -0.08 0.06
0.07 -0.03 -0.13
0.10 -0.06 0.02
-0.04 -0.02 -0.03
-0.05 -0.07 -0.08
0.13 0.03 -0.01
-0.01 -0.01 0.00
-0.12 0.16 -0.08
0.03 -0.02 -0.05
0.03 -0.06 0.00
0.09 -0.21 -0.15
0.03 0.02 -0.04
0.01 0.03 -0.07
-0.01 0.08 -0.02
0.01 -0.02 -0.01
0.03 0.02 -0.02
-0.01 0.01 0.00
0.01 0.03 0.02
-0.11 -0.04 -0.02
-0.03 0.00 0.08
0.02 -0.01 -0.03
0.04 -0.04 0.12
-0.01 0.00 0.07
-0.01 -0.01 -0.02
0.01 0.01 -0.03
0.00 0.01 0.04
-0.09 -0.01 0.01
-0.01 0.00 -0.02
0.02 0.00 0.01
0.01 0.05 -0.01
0.04 -0.01 0.02
0.00 0.01 0.02
-0.04 0.00 -0.04
0.02 0.02 -0.03
-0.06 0.03 -0.02
0.02 0.00 0.01
-0.02 -0.07 -0.01

***

Below is 2 unconnected molecules or ions with the total composition C3H10N2O2 at a distorted geometry, with properties calculated with ωB97M-V with the def2-TZVPD basis set.

Properties
LUMO level, eV: 0.59
Energy above the lowest of the compared OMol25 structures with the same formula, charge and spin, eV: 3.353
Gap between HOMO and LUMO, hartree: 0.3703
Max |F|, eV/Å: 5.8

Last column: Mulliken charge in e.
Positions of all 17 atoms, in Å:
O: -1.45991 2.57320 -0.64030  -0.5176
O: -2.62429 -2.36429 -0.69559  -0.6511
N: 1.23579 -1.07468 1.86491  -0.6402
N: 0.48219 1.54409 -0.81665  -0.1296
C: 0.06619 0.50342 0.06820  -0.5429
C: 1.25529 0.13663 0.96792  -0.4433
C: -0.53024 2.17883 -1.33218  0.0026
H: -2.38176 -3.07358 -1.31261  0.3204
H: -2.08364 -2.39734 0.12292  0.3235
H: 1.43981 1.74927 -1.18496  0.2927
H: -0.72246 2.03658 -2.53445  0.2732
H: 2.08525 -1.42928 2.15563  0.2366
H: 0.88158 -1.80216 1.20268  0.2088
H: 1.58195 0.95468 1.63972  0.2967
H: 1.97314 -0.10021 0.27678  0.3483
H: -0.34167 -0.31567 -0.38486  0.3001
H: -0.85722 0.88053 0.60285  0.3216

Cartesian forces, eV/Å:
0.54 0.04 -1.27
0.25 0.13 0.37
-4.63 0.02 -2.59
3.85 -0.44 -0.09
-0.03 1.49 4.50
-0.11 -0.02 2.64
-4.89 1.33 -2.87
0.18 0.27 0.72
-0.42 -0.39 -1.06
-1.43 -1.23 0.47
0.87 1.16 2.22
2.46 -0.10 0.51
0.23 0.31 1.14
-0.31 -0.02 -0.83
2.43 0.15 -1.87
-0.47 -2.57 -1.97
1.46 -0.15 -0.01